(1)
This record from the OMol25 dataset describes a structure of composition C30H32CdClN3SSi2. The level of theory is ωB97M-V/def2-TZVPD.

Computed properties:
Orbital gap (alpha / beta) = 6.38 / 5.90 eV
Relative energy (zero: lowest compared OMol25 entry of this formula, charge and spin) = 83.2 kcal/mol
E_HOMO (alpha / beta) = -7.251 / -7.166 eV
Lowest unoccupied orbital energy (alpha / beta) = -0.87 / -1.26 eV

```
70
Properties=species:S:1:pos:R:3:forces:R:3:mulliken_charge:R:1
C -2.2368 -0.8305 5.4664 -0.7 -0.5 -0.6 -0.49
C -2.7555 -0.3321 4.2225 0.1 0.1 1.0 -1.01
C -2.4186 -1.2854 3.1824 0.5 -0.9 0.4 -1.02
H -3.4790 0.4711 4.1289 0.1 -0.1 -0.1 0.61
C -1.7402 -2.3651 3.8303 0.1 0.2 0.0 0.01
C -1.5880 -2.0517 5.2071 -1.0 0.0 -0.4 -0.65
H -1.1179 -2.6822 5.9683 -0.1 0.2 -0.4 0.44
H -2.3827 -0.3843 6.4571 0.2 -0.1 -0.7 0.49
H -2.8043 -1.2910 2.1639 0.0 0.0 0.3 0.66
H -1.4291 -3.3019 3.3540 0.0 0.6 0.1 0.46
Cd -0.7084 0.4038 3.2944 0.3 -0.4 0.7 1.21
Si -1.2610 -0.0560 -2.7056 -0.4 0.6 -2.9 0.67
C -0.6122 1.4128 -3.7110 0.2 0.2 0.4 0.29
C 0.7206 1.4664 -4.1528 0.1 0.4 0.0 -0.01
H 1.3912 0.6211 -3.9697 -0.2 0.2 -0.1 0.53
C 1.2278 2.6170 -4.7632 -0.1 -0.2 0.1 -0.80
H 2.2741 2.6735 -5.0478 -0.1 -0.1 0.0 0.40
C 0.4039 3.7180 -4.9849 -0.4 0.0 0.1 -0.43
H 0.8157 4.6411 -5.4076 -0.2 -0.4 0.1 0.36
C -0.9488 3.6336 -4.6349 0.4 0.0 0.0 -0.57
H -1.6004 4.4777 -4.8408 0.0 -0.1 0.1 0.40
C -1.4410 2.4948 -3.9906 -0.1 0.5 -0.1 -0.62
H -2.4879 2.4616 -3.6787 0.3 0.1 -0.1 0.32
C -0.5261 -1.3483 -3.8589 0.0 -1.3 0.6 0.06
C -0.8194 -1.3987 -5.2330 0.2 -0.1 -0.2 -0.39
H -1.6389 -0.7947 -5.6530 0.5 -0.2 0.2 0.32
C -0.0773 -2.2325 -6.0828 -0.1 0.1 0.3 -0.50
H -0.3047 -2.2767 -7.1503 0.0 0.1 0.3 0.38
C 0.9667 -3.0095 -5.5686 0.0 0.2 0.4 -0.50
H 1.5993 -3.5920 -6.2424 -0.2 0.1 0.2 0.36
C 1.1980 -3.0282 -4.1848 -0.2 -0.1 -0.5 -0.68
H 1.9955 -3.6446 -3.7820 -0.1 0.0 0.0 0.43
C 0.4038 -2.2556 -3.3336 0.3 0.0 -0.2 -0.03
H 0.5044 -2.3307 -2.2408 0.3 0.0 -0.8 0.37
H -2.6885 -0.0869 -3.1077 -0.4 0.1 0.5 -0.41
Si 1.9808 0.4111 -1.0752 -2.3 -0.2 1.0 0.09
C 1.2385 -1.0821 -0.1596 0.0 0.1 -0.2 1.90
C -0.1447 -1.2833 -0.2867 -0.4 -0.4 0.2 -0.41
H -0.8254 -0.5257 -0.8450 1.2 -1.0 1.0 -0.46
C -0.7646 -2.4445 0.1789 0.1 0.1 0.1 -0.50
H -1.8553 -2.5483 0.0585 0.6 -0.1 0.1 0.35
C 0.0134 -3.4368 0.7898 -0.3 0.0 0.0 -0.80
H -0.4759 -4.3704 1.1158 0.4 0.6 -0.1 0.48
C 1.3808 -3.2148 1.0164 -0.5 0.3 0.0 -0.63
H 1.9440 -3.9638 1.5707 0.0 0.2 -0.2 0.44
C 1.9877 -2.0335 0.5708 -0.5 0.0 -0.1 -0.91
H 3.0294 -1.8358 0.8301 -0.2 -0.1 -0.3 0.39
C 0.7713 1.8504 -0.7494 -0.3 0.7 0.3 1.00
C -0.3906 1.8221 0.0607 0.1 -0.2 0.0 0.71
H -0.5957 0.9264 0.6526 0.0 0.3 -0.4 -0.44
C -1.2492 2.9135 0.2194 0.3 -0.2 -0.1 -0.48
H -2.0803 2.8711 0.9346 0.3 -0.1 -0.4 0.40
C -1.0017 4.0744 -0.5052 0.4 -0.1 0.0 -0.71
H -1.6754 4.9249 -0.4176 0.2 -0.1 -0.1 0.41
C 0.1739 4.1590 -1.2606 -0.1 0.1 0.4 -0.56
H 0.3816 5.0878 -1.7755 0.2 0.0 0.0 0.42
C 1.0826 3.0997 -1.3088 -0.1 -0.1 -0.4 -0.79
H 2.0479 3.2175 -1.8233 -0.6 0.1 0.0 0.33
H 3.1350 0.7588 -0.3602 1.8 0.4 0.5 -0.31
Cl 1.4549 1.2186 2.6239 0.1 0.1 -0.1 -0.62
N 1.1772 -1.1596 4.5713 0.5 0.7 -0.2 -0.51
N 1.5128 -0.6429 5.8500 0.5 -1.0 0.1 -0.31
C 0.9727 0.4361 6.4403 -0.3 0.3 -0.5 0.67
N 1.5596 0.7576 7.6278 0.6 -0.2 0.4 -0.49
S -0.3082 1.3734 5.8666 1.0 0.1 0.2 -0.52
H 1.7322 -0.6313 3.8625 -0.2 -0.7 0.6 0.23
H 1.3769 -2.1706 4.5440 -0.3 0.8 0.1 0.25
H 2.1646 -1.2176 6.3946 -0.4 0.6 -0.3 0.24
H 1.2766 1.6330 8.0382 -0.1 -0.1 -0.1 0.25
H 2.5381 0.5118 7.8003 -0.7 0.0 -0.2 0.21
```
Positions in Å, forces in eV/Å.

(2)
This record from the OMol25 dataset describes a structure of composition C30H32ClGeMnN5O2. The level of theory is ωB97M-V/def2-TZVPD.

Computed properties:
Orbital gap (alpha / beta) = 4.10 / 4.13 eV
Relative energy (zero: lowest compared OMol25 entry of this formula, charge and spin) = 16.7 kcal/mol
Total charge = -2
<S²> = 8.76
E_HOMO (alpha / beta) = 0.309 / 0.266 eV
Multiplicity = 6
Lowest unoccupied orbital energy (alpha / beta) = 4.41 / 4.40 eV

```
72
Properties=species:S:1:pos:R:3:forces:R:3:mulliken_charge:R:1
Mn 0.2064 0.6713 0.2696 1.4 0.6 -0.3 0.47
O -0.7175 -2.4576 2.7749 -0.1 0.3 0.5 -0.80
C -0.5981 -1.3686 2.2107 0.3 -1.0 -1.3 -0.49
N -0.4311 -1.1640 0.8791 -1.2 -0.5 1.0 1.04
C -0.9850 -2.1434 0.0414 0.4 -0.7 -0.5 0.33
O -2.0470 -2.7100 0.3008 0.0 0.1 0.1 -0.72
C -0.2120 -2.5080 -1.1645 -0.3 0.0 0.8 -0.43
C 0.0634 -3.8343 -1.4100 0.1 0.0 -0.3 -0.83
C 1.1779 -4.2102 -2.1671 -0.2 -0.2 -0.1 -0.99
C 2.1115 -3.1799 -2.4753 -0.2 0.1 -0.2 -0.55
C 1.8166 -1.8720 -2.2874 0.5 0.0 0.0 -0.53
N 0.4867 -1.5063 -1.9219 -0.3 0.5 0.1 1.02
C -0.6415 -0.1216 3.0328 0.1 1.0 0.3 0.74
C -1.0148 -0.1901 4.3722 0.0 -0.4 0.1 -0.90
C -1.1778 0.9661 5.1043 0.1 0.4 -0.3 -0.31
C -0.9465 2.1858 4.4698 -0.1 -0.4 0.3 -0.78
C -0.5516 2.1681 3.1461 0.2 0.5 -0.3 -0.47
N -0.4028 1.0593 2.4311 -0.4 -0.7 0.6 0.60
H -0.5363 -4.5745 -0.8923 0.0 0.0 0.0 0.39
H 1.4138 -5.2507 -2.3511 0.0 0.0 0.1 0.27
H 3.1086 -3.4428 -2.8165 0.0 0.1 0.1 0.33
H 2.5309 -1.0765 -2.4295 0.2 0.0 0.2 0.13
H -1.1838 -1.1725 4.7925 0.0 0.0 0.0 0.50
H -1.4880 0.9383 6.1418 0.0 -0.1 0.0 0.40
H -1.0767 3.1244 4.9915 0.0 0.0 0.0 0.41
H -0.3461 3.0951 2.6194 0.0 0.0 -0.1 0.27
C -1.6346 0.6660 -4.8222 0.0 0.2 -0.1 -0.50
C -0.3133 0.9850 -4.5233 -0.2 -0.1 -0.1 -0.80
C 0.3798 0.3037 -3.5377 0.0 0.0 0.1 -0.28
C -0.2428 -0.7236 -2.7982 0.1 -0.6 -0.6 0.73
C -1.5914 -1.0152 -3.0868 -0.1 0.1 0.0 -0.28
C -2.2625 -0.3374 -4.0852 0.1 0.1 0.0 -0.64
H -2.1632 1.1844 -5.6147 0.0 0.0 0.0 0.35
H 0.1844 1.7712 -5.0810 0.1 0.0 0.0 0.31
H 1.4088 0.5608 -3.3290 0.0 0.0 0.0 0.34
H -2.0795 -1.8113 -2.5393 0.0 0.0 0.1 0.39
H -3.2901 -0.6032 -4.3116 0.0 0.0 0.0 0.36
N -3.1548 2.5788 -1.6868 0.1 -0.1 -0.1 0.08
C -1.9611 1.9213 -1.6680 -0.2 0.0 0.2 -1.93
N -1.8426 1.1055 -0.6597 -0.5 0.0 -0.4 0.89
C -3.0326 1.2166 0.0446 -0.3 0.1 0.0 0.36
C -3.4980 0.5338 1.1664 0.0 0.1 0.0 0.07
C -4.7478 0.8731 1.6556 0.1 -0.1 0.1 -1.01
C -5.5457 1.8403 1.0415 -0.1 0.2 -0.2 -0.40
C -5.1183 2.5036 -0.0997 -0.1 0.0 0.2 -1.14
C -3.8591 2.1716 -0.5777 0.0 -0.1 0.1 0.23
H -3.3649 3.3631 -2.2741 0.0 0.0 -0.1 0.25
H -1.2261 2.0597 -2.4443 0.1 0.0 0.1 0.71
H -2.9093 -0.2441 1.6232 0.1 -0.1 0.0 0.38
H -5.1206 0.3693 2.5395 0.0 0.0 0.0 0.41
H -6.5229 2.0674 1.4514 0.0 0.0 0.0 0.35
H -5.7391 3.2441 -0.5898 0.0 0.0 0.0 0.39
C 3.5639 -2.5561 1.4021 -0.1 0.2 0.0 -1.05
Ge 3.8956 -0.6398 1.0293 0.2 0.3 -0.1 0.56
C 5.1430 -0.0424 2.5091 -0.1 -0.2 -0.1 -1.44
C 5.1603 -0.5196 -0.5317 -0.2 -0.1 0.1 -1.29
C 2.3874 0.5818 0.8646 0.8 -0.5 0.2 -0.56
H 4.4928 -3.1221 1.5131 0.0 0.1 0.0 0.38
H 2.9800 -2.9941 0.5942 -0.1 0.0 -0.1 0.18
H 2.9788 -2.6614 2.3189 0.0 0.0 0.0 0.36
H 6.0573 -0.6456 2.5139 0.0 0.0 0.0 0.37
H 4.6778 -0.1224 3.4950 -0.1 0.0 0.0 0.38
H 5.4316 1.0009 2.3572 -0.1 0.0 0.0 0.35
H 6.1952 -0.5498 -0.1797 0.0 0.0 0.0 0.45
H 5.0141 0.4242 -1.0633 0.0 0.0 0.0 0.32
H 5.0200 -1.3342 -1.2437 -0.1 0.0 0.0 0.34
H 2.8939 1.4742 0.4658 0.0 0.1 0.0 0.37
H 2.1877 0.8257 1.9249 -0.1 0.1 0.0 0.09
Cl -0.5666 4.1059 -0.0601 -0.4 0.5 0.0 -0.38
C 0.6933 2.7492 -0.2733 0.1 0.4 -0.2 -1.04
H 1.5435 3.1907 0.2509 0.1 -0.2 0.0 0.43
H 0.9387 2.8249 -1.3428 0.1 0.0 0.0 0.44
```
Positions in Å, forces in eV/Å.

Look up the relative energy (zero: lowest compared OMol25 entry of this formula, charge and spin) of the second one. 16.7 kcal/mol